The following is a quantum chemistry calculation of C16H32O2P2Zr as an isolated structure at a distorted geometry, from the Open Molecules 2025 dataset.

Results
- ΔE to the lowest compared entry with this formula, charge and spin (kJ/mol) = 0.0
- total charge = +2
- lowest unoccupied orbital energy (spin up / spin down) (eV) = -8.577 / -8.573
- Kohn-Sham gap (spin up / spin down) (eV) = 3.67 / 3.68
- energy (a.u.) = -1508.27262
- E_HOMO (spin up / spin down) (eV) = -12.2487 / -12.2557

Last column: Löwdin charge in e.
Atoms and positions in Å:
P 0.515 -0.192 -4.658  0.85
P 1.529 3.097 -4.522  0.75
C 0.683 1.058 -6.048  -0.42
C 1.930 1.895 -5.858  -0.37
H -0.210 1.688 -6.023  0.07
H 0.702 0.521 -7.004  0.10
H 2.804 1.276 -5.587  0.11
H 2.239 2.491 -6.717  0.10
C -0.109 3.883 -4.640  -0.19
H -0.303 4.471 -3.735  0.07
H -0.951 3.190 -4.729  0.06
H -0.141 4.550 -5.502  0.08
C 2.757 4.366 -4.826  -0.18
H 2.262 5.337 -4.886  0.08
H 3.239 4.122 -5.775  0.07
H 3.464 4.343 -3.983  0.07
C -0.816 -1.096 -5.712  -0.20
H -1.117 -2.083 -5.334  0.03
H -0.413 -1.300 -6.724  0.08
H -1.743 -0.537 -5.873  0.04
C 1.692 -1.499 -5.208  -0.25
H 2.458 -1.698 -4.460  0.04
H 2.179 -1.202 -6.143  0.07
H 1.191 -2.456 -5.407  0.06
Zr 1.377 1.476 -2.856  1.44
C -3.107 -0.780 -2.470  -0.10
C -3.417 -1.091 -3.772  -0.10
C -3.788 -2.501 -4.213  -0.15
C -3.095 -3.609 -3.327  -0.17
C -1.605 -3.827 -3.417  -0.11
C -0.727 -3.080 -2.775  -0.15
C -0.925 -2.156 -1.606  -0.16
C -1.727 -0.824 -1.896  -0.21
C 3.398 0.736 -2.085  -0.22
H -3.879 -0.264 -1.894  0.12
H -3.382 -0.299 -4.557  0.11
H -3.516 -2.651 -5.275  0.10
H -4.890 -2.596 -4.190  0.14
H -3.356 -3.368 -2.294  0.11
H -3.553 -4.578 -3.579  0.12
H -1.259 -4.601 -4.155  0.13
H 0.263 -2.920 -3.240  0.08
H 0.081 -1.778 -1.343  0.09
H -1.266 -2.702 -0.717  0.13
H -1.729 -0.147 -1.021  0.12
H -1.117 -0.305 -2.665  0.01
H 4.161 1.505 -1.861  0.02
H 3.875 0.026 -2.798  0.01
H 3.255 0.167 -1.138  0.03
O 0.054 2.475 -1.456  -0.20
C 0.935 3.352 -1.064  -0.39
O 2.143 3.181 -1.384  -0.11
H 0.566 4.240 -0.514  0.17